1.
This record from OMol25 describes an isolated molecule of C8H10 at a distorted geometry. The level of theory is ωB97M-V/def2-TZVPD.

Last column: Mulliken charge in e.
Atoms and positions in Å:
C 0.997 0.987 0.329  0.236
C 1.683 1.825 1.038  -0.339
C 0.869 0.299 -0.946  0.133
C 1.474 0.494 -2.090  -0.807
C -0.243 0.214 0.971  -0.030
C -0.573 -0.509 -0.402  -0.156
C 0.477 -0.586 2.017  -1.259
C -1.947 -0.217 -0.896  -1.389
H 1.175 -0.108 -3.038  0.239
H 2.395 1.156 -2.276  0.262
H -0.878 0.885 1.445  0.480
H -0.334 -1.474 -0.257  0.557
H 0.907 -1.516 1.683  0.326
H -0.271 -1.046 2.748  0.317
H 1.179 0.067 2.613  0.338
H -2.010 -0.293 -1.879  0.462
H -2.200 0.808 -0.727  0.367
H -2.701 -0.985 -0.332  0.263

Its net charge is 0. The calculation puts the orbital gap at 8.67 eV. As for the energy above the lowest of the compared OMol25 structures with the same formula, charge and spin: 166.9 kcal per mole.

=====

2.
This record from OMol25 describes a 16-piece molecular cluster, C36H113N9O16 overall at a distorted geometry. The level of theory is ωB97M-V/def2-TZVPD.

Last column: Mulliken charge in e.
Atoms and positions in Å:
C 23.815 17.012 10.669  -1.430
C 23.827 16.420 12.048  0.189
C 23.057 17.373 12.965  0.195
O 23.204 16.992 14.273  -0.420
C 22.768 17.736 15.315  -0.524
N 23.087 15.110 12.107  -0.505
H 22.748 17.220 10.505  0.340
H 24.197 16.291 9.950  0.362
H 24.438 17.929 10.533  0.382
H 24.915 16.282 12.317  0.356
H 21.956 17.241 12.778  -0.330
H 23.457 18.405 12.829  0.374
H 22.166 18.598 15.003  0.321
H 23.651 18.138 15.930  0.232
H 22.176 17.155 16.041  0.046
H 23.513 14.501 11.350  0.257
H 23.047 14.693 13.030  0.109
C 12.784 14.549 13.471  -1.724
C 13.452 13.398 14.247  0.963
C 12.557 12.145 14.351  -0.275
O 11.319 12.607 14.866  -0.313
C 10.487 11.470 15.207  -0.697
N 14.790 13.120 13.736  0.316
H 13.466 15.336 13.218  0.279
H 11.933 14.835 14.021  0.535
H 12.344 14.150 12.554  0.405
H 13.492 13.682 15.305  -0.182
H 13.088 11.368 14.882  -0.088
H 12.415 11.694 13.301  0.280
H 10.307 10.763 14.388  0.329
H 9.412 11.862 15.442  0.249
H 10.891 10.827 15.974  0.193
H 15.539 13.716 14.101  -0.082
H 14.879 13.106 12.745  -0.282
C 15.400 17.836 11.307  -1.130
C 16.225 18.830 10.690  0.970
C 15.467 19.988 10.071  -1.125
O 16.317 20.811 9.381  -0.320
C 15.656 21.845 8.675  -0.878
N 17.257 19.271 11.651  -0.433
H 14.668 17.323 10.652  0.418
H 14.802 18.197 12.196  0.271
H 16.029 17.057 11.625  0.040
H 16.774 18.303 9.878  -0.315
H 14.992 20.475 10.917  0.407
H 14.563 19.634 9.525  0.438
H 15.040 21.425 7.934  0.374
H 16.449 22.364 8.110  0.257
H 15.099 22.512 9.302  0.331
H 16.765 19.690 12.418  0.178
H 17.740 20.044 11.201  0.236
C 19.258 13.824 20.275  -1.313
C 18.265 14.431 21.157  0.513
C 16.868 14.309 20.606  -0.917
O 16.692 15.003 19.457  -0.042
C 15.288 15.076 19.163  -0.436
N 18.313 13.806 22.518  -0.776
H 18.892 12.894 19.885  0.204
H 20.191 13.624 20.815  0.429
H 19.521 14.464 19.418  0.169
H 18.432 15.485 21.225  0.326
H 16.136 14.598 21.425  0.393
H 16.697 13.198 20.473  0.223
H 14.628 14.343 19.775  0.387
H 15.160 14.963 18.118  -0.094
H 14.850 16.108 19.366  0.195
H 17.659 14.343 23.121  0.278
H 17.988 12.846 22.468  0.274
C 14.050 7.936 16.073  -1.130
C 13.874 8.623 17.401  0.260
C 14.616 9.961 17.378  0.292
O 15.958 9.685 17.577  -0.485
C 16.775 10.787 17.217  -0.626
N 12.411 8.935 17.520  -0.460
H 13.427 7.035 15.933  0.414
H 15.136 7.679 15.951  0.230
H 13.842 8.619 15.225  0.141
H 14.369 7.986 18.176  0.184
H 14.209 10.708 18.089  0.333
H 14.436 10.406 16.424  -0.489
H 16.540 11.292 16.264  0.157
H 17.671 10.203 17.026  0.481
H 16.745 11.490 18.014  0.299
H 11.888 8.036 17.599  0.243
H 12.209 9.600 18.273  0.223
C 15.966 21.391 17.332  -1.434
C 16.824 20.370 18.034  0.268
C 18.057 20.083 17.165  0.155
O 17.652 19.492 15.954  -0.050
C 18.677 19.511 15.012  0.454
N 17.245 20.893 19.354  -0.504
H 16.455 22.374 17.461  0.437
H 14.921 21.458 17.731  0.327
H 15.973 21.117 16.266  0.240
H 16.359 19.368 18.015  0.001
H 18.727 19.462 17.720  -0.602
H 18.621 20.982 17.009  0.546
H 19.277 20.460 14.919  0.426
H 18.252 19.295 14.062  -0.575
H 19.485 18.789 15.263  -0.183
H 16.627 20.501 20.088  0.272
H 17.112 21.917 19.324  0.238
C 17.932 15.898 8.761  -1.699
C 17.650 14.827 9.834  1.440
C 16.403 14.069 9.573  -0.690
O 15.322 14.881 9.799  -0.071
C 14.102 14.160 9.901  -0.927
N 18.838 13.960 9.967  -0.432
H 18.882 16.316 8.999  0.418
H 17.162 16.701 8.807  0.373
H 17.893 15.543 7.692  0.364
H 17.703 15.345 10.738  -0.612
H 16.373 13.224 10.201  0.415
H 16.456 13.730 8.513  0.144
H 13.808 13.800 8.913  0.366
H 13.327 14.931 10.100  0.282
H 14.062 13.286 10.555  0.315
H 18.885 13.464 10.832  0.063
H 19.087 13.434 9.115  0.191
C 16.758 9.299 12.332  -1.490
C 17.913 9.733 13.276  0.431
C 18.076 11.253 13.059  0.249
O 19.074 11.576 12.074  -0.353
C 20.397 11.570 12.446  -0.770
N 17.825 9.400 14.646  -0.318
H 15.774 9.501 12.754  0.237
H 16.880 8.198 12.211  0.410
H 16.829 9.655 11.290  0.389
H 18.741 9.145 12.879  0.491
H 18.294 11.764 14.000  0.119
H 17.119 11.725 12.681  -0.378
H 21.011 12.426 12.164  0.107
H 20.906 10.708 12.037  0.331
H 20.578 11.587 13.542  0.394
H 16.872 9.588 15.108  -0.113
H 18.068 8.409 14.744  0.299
C 17.842 14.153 15.994  -0.896
C 18.000 15.207 14.962  0.484
C 17.035 16.380 15.256  0.904
O 15.727 15.909 15.590  0.483
C 14.829 16.983 15.713  -0.660
N 19.361 15.752 14.912  1.160
H 18.816 13.637 16.050  0.596
H 17.076 13.444 15.705  -0.266
H 17.603 14.556 16.991  -0.255
H 17.766 14.859 13.938  -0.317
H 16.956 17.110 14.439  -0.315
H 17.531 16.833 16.130  -0.527
H 15.033 17.570 16.617  -0.007
H 13.867 16.515 15.788  0.384
H 14.909 17.579 14.801  0.000
H 19.508 16.162 15.848  0.112
H 19.424 16.576 14.320  -0.502
O 17.653 17.465 18.787  0.053
H 17.400 16.638 19.257  0.036
H 18.060 18.020 19.476  0.318
O 21.970 14.418 14.936  -0.614
H 22.486 15.268 14.906  0.198
H 20.998 14.576 14.867  0.315
O 19.430 17.273 12.643  -0.376
H 19.961 16.674 11.988  0.104
H 18.859 17.902 12.175  0.148
O 19.604 19.468 19.949  -0.553
H 19.894 19.660 20.851  0.302
H 18.866 20.077 19.882  0.320
O 22.791 11.998 16.575  -0.654
H 22.405 12.760 16.106  0.333
H 22.700 12.290 17.489  0.291
O 20.589 17.824 17.686  -0.568
H 20.722 18.417 18.432  0.275
H 19.656 17.855 17.622  0.017
O 20.937 15.667 10.658  -0.508
H 21.700 15.344 11.120  0.341
H 20.302 15.002 10.349  0.395

Its net charge is 0. The calculation puts the orbital gap at 9.12 eV. As for the energy above the lowest of the compared OMol25 structures with the same formula, charge and spin: 50.9 kcal per mole.

=====

3.
This record from OMol25 describes C2H8N2O as an isolated structure at a distorted geometry. The level of theory is ωB97M-V/def2-TZVPD.

Last column: Mulliken charge in e.
Atoms and positions in Å:
C 1.612 0.699 -0.185  -0.769
N 0.425 -0.132 -0.284  -0.235
H 0.493 -0.988 -0.853  0.223
H 0.141 -1.007 1.572  -0.158
H 2.497 0.116 -0.500  0.325
H 1.744 1.000 0.872  0.230
H 1.520 1.595 -0.826  0.242
N -1.939 -0.271 -0.516  -0.400
C -0.849 0.418 -0.079  0.597
O -0.958 1.541 0.383  -0.631
H -2.864 0.045 -0.202  0.244
H -1.848 -1.244 -0.826  0.194
H 0.024 -1.772 1.444  0.138

Its net charge is 0. The calculation puts the orbital gap at 10.22 eV. As for the energy above the lowest of the compared OMol25 structures with the same formula, charge and spin: 33.8 kcal per mole.

=====

4.
This record from OMol25 describes an isolated molecule of C3H6N2 at a distorted geometry. The level of theory is ωB97M-V/def2-TZVPD.

Last column: Mulliken charge in e.
Atoms and positions in Å:
C -0.044 -0.235 0.099  -0.140
C 0.047 0.912 -0.793  0.109
C -1.013 1.612 -1.203  -0.739
H 0.116 -2.231 1.584  0.235
H 1.823 -2.096 1.747  0.254
H -1.091 -0.630 0.281  0.219
H 1.127 1.188 -0.998  0.262
H -0.901 2.490 -1.879  0.237
H -2.041 1.238 -1.043  0.224
N 0.930 -1.564 1.578  -0.422
N 1.047 -0.682 0.627  -0.239

Its net charge is 0. The calculation puts the orbital gap at 9.25 eV. As for the energy above the lowest of the compared OMol25 structures with the same formula, charge and spin: 49.7 kcal per mole.

=====

5.
This record from OMol25 describes C26H36N6O2S3SbSc as an isolated structure. The level of theory is ωB97M-V/def2-TZVPD.

Last column: Mulliken charge in e.
Atoms and positions in Å:
Sc 0.020 0.198 -0.109  -0.455
C 0.743 -6.273 -3.359  -1.616
C 0.424 -5.086 -2.483  0.390
C -0.454 -5.190 -1.414  -0.886
C -0.798 -4.118 -0.550  0.452
C -1.530 -4.477 0.616  -1.303
N -2.417 -3.764 1.368  0.007
C -3.200 -2.647 0.908  0.270
C -4.110 -3.023 -0.264  -0.600
C -4.783 -1.793 -0.843  -0.733
N -3.787 -0.938 -1.505  0.514
C -4.001 -0.283 -2.598  -0.083
C -3.081 0.594 -3.234  0.310
C -3.460 1.165 -4.466  -0.643
C -2.641 2.016 -5.169  -0.183
C -3.059 2.643 -6.475  -1.710
C -1.391 2.285 -4.601  -0.547
C -0.977 1.757 -3.387  0.767
C 0.360 2.102 -2.915  -0.745
N 0.907 1.761 -1.819  0.693
C 2.288 2.267 -1.654  -1.456
C 3.069 1.434 -0.664  -0.048
C 3.157 -0.034 -1.035  -1.067
N 1.842 -0.700 -1.059  0.537
C 1.742 -1.723 -1.834  -0.871
C 0.751 -2.764 -1.836  0.951
C 1.046 -3.868 -2.669  -0.848
C -0.241 -2.830 -0.841  0.443
O -0.555 -1.761 -0.139  0.884
C -1.821 0.896 -2.662  -0.013
O -1.468 0.383 -1.525  0.280
H 0.069 -7.105 -3.153  0.362
H 1.763 -6.625 -3.194  0.330
H 0.649 -6.023 -4.417  0.360
H -0.902 -6.156 -1.201  0.419
H -1.412 -5.503 0.943  0.438
H -2.668 -4.154 2.258  0.331
H -2.515 -1.850 0.626  -0.946
H -3.794 -2.288 1.749  0.460
H -4.873 -3.729 0.066  0.441
H -3.523 -3.518 -1.042  0.196
H -5.266 -1.219 -0.048  0.263
H -5.546 -2.046 -1.577  0.522
H -2.846 -0.848 -1.112  -0.406
H -4.979 -0.423 -3.052  0.479
H -4.438 0.911 -4.869  0.444
H -3.874 2.086 -6.935  0.394
H -2.231 2.669 -7.183  0.385
H -3.399 3.670 -6.329  0.319
H -0.703 2.937 -5.133  0.518
H 0.936 2.715 -3.617  0.323
H 2.250 3.307 -1.318  0.320
H 2.793 2.267 -2.623  0.608
H 2.633 1.524 0.333  -0.044
H 4.079 1.836 -0.581  0.589
H 3.768 -0.545 -0.289  0.336
H 3.653 -0.156 -2.003  0.497
H 2.573 -1.907 -2.520  0.308
H 1.814 -3.760 -3.429  0.447
N -1.867 0.573 1.320  0.460
C -1.915 1.863 2.032  -0.815
C -1.296 2.937 1.165  -0.577
N 0.085 2.514 0.849  -0.254
H -2.687 0.479 0.732  0.061
H -1.880 -0.195 2.004  -0.383
H -1.344 1.749 2.955  0.302
H -2.930 2.138 2.315  0.416
H -1.327 3.902 1.672  0.524
H -1.849 3.031 0.228  0.243
H 0.604 2.460 1.722  0.255
H 0.558 3.211 0.286  0.191
S -1.596 -1.497 3.879  -0.594
Sb 0.637 -1.363 4.152  0.452
S 1.447 0.002 2.152  -0.391
S 1.781 -2.082 2.065  -0.274

Its net charge is +1. The calculation puts the orbital gap (spin up / spin down) at 3.94 / 6.25 eV. As for the spin multiplicity: 2. The expectation value of S² is 0.7889. As for the energy above the lowest of the compared OMol25 structures with the same formula, charge and spin: 17.3 kcal per mole.

=====

6.
This record from OMol25 describes an isolated molecule of C5H11NO at a distorted geometry. The level of theory is ωB97M-V/def2-TZVPD.

Last column: Mulliken charge in e.
Atoms and positions in Å:
C 2.216 0.069 -0.715  -0.945
N 0.782 -0.190 -0.735  -0.357
C 0.104 -0.103 0.557  0.069
C -1.158 -0.996 0.554  -0.767
C -2.007 -0.885 -0.673  -0.058
O -3.211 -0.800 -0.699  -0.492
C -0.304 1.343 0.885  -1.292
H 2.486 1.118 -0.578  0.297
H 2.664 -0.603 0.011  0.334
H 2.587 -0.197 -1.705  0.338
H 0.309 0.385 -1.419  0.260
H 0.798 -0.551 1.270  0.472
H -1.748 -0.765 1.447  0.315
H -0.898 -2.053 0.621  0.374
H -1.462 -0.939 -1.633  0.390
H -1.151 1.401 1.568  0.386
H -0.551 1.869 -0.038  0.309
H 0.542 1.898 1.283  0.366

Its net charge is 0. The calculation puts the orbital gap at 9.85 eV. As for the energy above the lowest of the compared OMol25 structures with the same formula, charge and spin: 35.0 kcal per mole.

=====

7.
This record from OMol25 describes C15H16AsN4O8PbS3 as an isolated structure. The level of theory is ωB97M-V/def2-TZVPD.

Last column: Mulliken charge in e.
Atoms and positions in Å:
Pb -0.341 -0.736 0.762  1.707
C -2.803 -1.059 -2.270  -1.291
C -1.531 -1.828 -2.266  0.752
N -0.643 -1.917 -1.294  0.368
C 0.364 -2.826 -1.587  -0.172
C 0.262 -3.387 -2.812  -0.432
S -1.148 -2.828 -3.597  -0.148
C 1.387 -3.089 -0.577  -0.220
C 2.434 -3.947 -0.623  -0.356
S 3.321 -3.849 0.834  -0.119
C 2.258 -2.663 1.448  0.593
N 1.294 -2.389 0.598  0.012
C 2.451 -2.033 2.782  -1.013
H -2.947 -0.533 -1.337  0.019
H -3.637 -1.738 -2.456  0.456
H -2.784 -0.300 -3.050  0.381
H 0.928 -4.098 -3.271  0.452
H 2.724 -4.611 -1.420  0.432
H 3.463 -2.198 3.143  0.499
H 1.736 -2.447 3.492  0.268
H 2.270 -0.962 2.704  0.097
N -2.627 -0.993 1.117  -0.205
N -2.771 -1.895 2.194  -0.388
C -1.668 -2.098 3.091  0.477
O -1.873 -2.673 4.126  -0.593
O -0.508 -1.680 2.653  -0.358
H -2.942 -0.037 1.306  0.364
H -3.111 -1.357 0.303  0.343
H -3.669 -1.889 2.659  0.274
O 1.977 2.478 2.458  -0.637
As 0.786 1.916 1.325  1.468
O 1.400 0.472 0.575  -0.721
O -0.510 1.242 2.117  -0.588
C 0.771 3.299 0.022  0.089
C 1.753 4.277 0.161  -0.723
C 1.912 5.221 -0.842  -0.601
C 1.112 5.177 -1.970  -0.650
C 0.135 4.201 -2.102  -0.718
C -0.043 3.264 -1.097  0.409
S -1.446 2.180 -1.306  1.299
O -2.564 2.885 -0.750  -0.696
O -1.479 1.849 -2.703  -0.711
O -1.178 0.953 -0.463  -0.587
H 1.684 2.300 3.364  0.377
H 2.388 4.297 1.034  0.485
H 2.672 5.983 -0.736  0.413
H 1.240 5.905 -2.760  0.404
H -0.498 4.162 -2.978  0.491

Its net charge is +1. The calculation puts the orbital gap at 7.48 eV.

=====

8.
This record from OMol25 describes an isolated molecule of C2H2N2O2S at a distorted geometry. The level of theory is ωB97M-V/def2-TZVPD.

Last column: Mulliken charge in e.
Atoms and positions in Å:
C 0.993 0.443 -0.403  -0.092
C 1.485 -0.846 0.158  0.175
N -0.274 0.798 -0.584  -0.049
N -1.475 0.444 -0.670  -0.133
O -3.007 0.378 1.322  -0.468
O 0.780 -1.788 0.267  -0.436
S -2.885 0.162 -0.108  0.444
H 1.854 1.109 -0.452  0.294
H 2.528 -0.699 0.472  0.266

Its net charge is 0. The calculation puts the orbital gap at 8.29 eV. As for the energy above the lowest of the compared OMol25 structures with the same formula, charge and spin: 82.8 kcal per mole.

=====

| no. | electronic energy (Eh) |
| --- | --- |
| 1 | -310.56975 |
| 2 | -3135.81436 |
| 3 | -265.72932 |
| 4 | -227.34570 |
| 5 | -3686.92651 |
| 6 | -327.07552 |
| 7 | -5025.12416 |
| 8 | -735.45534 |